# C23H29N3O4

A single C23H29N3O4 molecule (the ωB97M-V functional and the def2-TZVPD basis, the Open Molecules 2025 dataset).

Total energy ... -36983.021 eV
Multiplicity ... 1
HOMO energy ... -8.4 eV
LUMO energy ... 0.63 eV
Relative energy (zero: lowest compared OMol25 entry of this formula, charge and spin) ... 1.0415 eV
Max |F| ... 0.6 eV Å⁻¹
SMILES string ... CCOC(=O)C1(Cc2ccc(OC)cc2)CCN(C(=O)CCc2cnccn2)CC1
Gap between HOMO and LUMO ... 9.05 eV

The geometry in XYZ format:
```
59
Properties=species:S:1:pos:R:3:nbo_charge:R:1
C -2.13329 0.54745 4.69965 -0.636
C -1.41997 -0.72329 4.26352 -0.074
H -1.95260 -1.61193 4.61000 0.190
H -0.39637 -0.72649 4.65286 0.198
O -1.36629 -0.85894 2.84169 -0.527
C -0.36644 -0.23809 2.20992 0.828
O 0.44115 0.45794 2.76934 -0.611
C -0.36838 -0.53766 0.71273 -0.144
C 0.94994 -0.04989 0.09723 -0.423
H 1.12361 0.98699 0.38482 0.237
H 0.88180 -0.12112 -0.98989 0.222
C 2.12338 -0.91133 0.57178 -0.207
N 1.88259 -2.29488 0.23530 -0.444
C 2.29555 -2.93071 -0.88764 0.702
O 1.90469 -4.05113 -1.16338 -0.651
C 3.30400 -2.20954 -1.77513 -0.504
H 3.09591 -1.14351 -1.81149 0.231
H 4.30874 -2.37182 -1.37997 0.235
C 3.19123 -2.77378 -3.18964 -0.424
C 1.81222 -2.55035 -3.73581 0.201
N 1.08368 -1.56262 -3.22579 -0.432
C -0.13526 -1.38140 -3.71279 -0.001
C -0.64511 -2.18298 -4.72013 -0.026
N 0.07564 -3.16645 -5.24216 -0.367
C 1.28814 -3.34957 -4.75551 0.006
H 1.86050 -4.15994 -5.18627 0.197
H -1.63955 -2.04714 -5.12136 0.199
H -0.70770 -0.56974 -3.28101 0.191
H 3.91983 -2.28929 -3.84598 0.223
H 3.39385 -3.84570 -3.18254 0.239
C 0.72090 -2.81616 0.92697 -0.228
C -0.52245 -2.04888 0.47455 -0.397
H -1.40120 -2.42234 1.00016 0.227
H -0.65815 -2.22238 -0.59556 0.215
H 0.62554 -3.87399 0.67723 0.250
H 0.87276 -2.70999 2.00550 0.189
H 3.05999 -0.56264 0.14129 0.212
H 2.21247 -0.83838 1.65974 0.214
C -1.57877 0.19227 0.07882 -0.394
C -1.57921 1.67000 0.34739 -0.079
C -2.27141 2.18779 1.43684 -0.187
C -2.25026 3.53566 1.71915 -0.252
C -1.53365 4.41572 0.90740 0.308
C -0.85730 3.91228 -0.19697 -0.326
C -0.88709 2.55403 -0.46601 -0.127
H -0.36257 2.18530 -1.33555 0.201
H -0.30513 4.56328 -0.85649 0.218
O -1.57258 5.72792 1.27238 -0.493
C -0.86559 6.66211 0.49471 -0.251
H 0.20739 6.44447 0.48087 0.176
H -1.24260 6.69848 -0.53281 0.175
H -1.03008 7.62727 0.97124 0.200
H -2.78476 3.93844 2.56508 0.223
H -2.84355 1.52223 2.06498 0.211
H -1.55255 0.00873 -0.99736 0.214
H -2.49113 -0.25300 0.48039 0.222
H -1.60074 1.41888 4.32672 0.229
H -3.15298 0.56105 4.32211 0.206
H -2.16079 0.58877 5.78494 0.219
```